DFT (ωB97M-V/def2-TZVPD) results for a structure of composition C65H84CdN3O3P3S2Se.

Last column: Löwdin charge in e.
Positions of all 162 atoms, in Å:
Cd -0.11441 0.53923 -0.26144  1.209
C 0.26340 -4.27709 5.75345  -0.056
C -0.10210 -2.86914 6.24877  -0.564
C 1.09353 -2.29230 7.02191  -0.061
C -1.27514 -2.99821 7.21838  -0.081
C -0.43437 -1.97247 5.05655  -0.198
C 0.51001 -1.76010 4.05644  -0.096
C 0.22631 -0.98803 2.95034  -0.401
Se 1.56566 -0.80075 1.59405  1.087
C 1.43882 -2.51606 0.77816  -0.408
C 2.20380 -3.55331 1.30132  -0.095
C 2.14135 -4.82675 0.76495  -0.202
C 1.29680 -4.98855 -0.34586  0.000
C 0.53228 -3.98107 -0.90946  -0.084
C 0.55156 -2.66763 -0.31737  -0.410
O -0.17328 -1.71538 -0.77504  -0.248
C -0.29629 -4.21237 -2.17720  -0.533
C 0.25644 -3.30174 -3.28595  -0.054
C -1.77259 -3.86384 -1.93115  -0.050
C -0.23491 -5.65884 -2.67507  -0.088
C 2.91896 -6.01790 1.32187  -0.565
C 3.82109 -5.61307 2.48921  -0.076
C 3.80531 -6.63433 0.22939  -0.062
C 1.93744 -7.08557 1.82574  -0.056
C -1.03261 -0.33451 2.74540  -0.404
O -1.28507 0.35142 1.69095  -0.245
C -1.98727 -0.52046 3.79911  -0.089
C -1.65703 -1.32925 4.88379  -0.013
C -3.40552 0.08351 3.79588  -0.528
C -3.64029 0.84921 5.10992  -0.065
C -4.43339 -1.05331 3.69342  -0.053
C -3.69719 1.06140 2.65356  -0.072
H 0.51626 -4.93330 6.59440  0.074
H -0.57401 -4.71663 5.20631  0.089
H 1.11800 -4.24746 5.07412  0.067
H 1.34769 -2.92764 7.87858  0.073
H 1.97454 -2.21554 6.38137  0.074
H 0.86005 -1.28930 7.38801  0.085
H -0.99458 -3.65481 8.04770  0.075
H -1.55857 -2.02850 7.63511  0.081
H -2.15223 -3.42752 6.72796  0.083
H 1.49190 -2.22093 4.11802  0.090
H 2.84154 -3.33218 2.14837  0.079
H 1.24545 -5.97426 -0.79323  0.085
H 0.25654 -2.25823 -2.96603  0.028
H 1.27809 -3.60054 -3.54144  0.082
H -0.36466 -3.37504 -4.18589  0.079
H -1.87019 -2.82036 -1.63762  0.043
H -2.35477 -4.02335 -2.84627  0.080
H -2.18908 -4.49838 -1.14073  0.086
H 0.78365 -5.96322 -2.93378  0.075
H -0.63227 -6.36252 -1.93719  0.078
H -0.84537 -5.73945 -3.57893  0.075
H 4.53331 -4.83938 2.19165  0.082
H 3.23720 -5.23119 3.33064  0.075
H 4.38737 -6.48240 2.83707  0.076
H 4.49970 -5.88659 -0.16170  0.086
H 4.38523 -7.47447 0.62882  0.072
H 3.20800 -7.00267 -0.60718  0.072
H 1.31145 -6.67684 2.62263  0.084
H 1.27732 -7.42021 1.02254  0.075
H 2.47435 -7.95866 2.21591  0.074
H -2.42040 -1.47454 5.63967  0.082
H -3.62577 0.19419 5.98453  0.064
H -2.86827 1.61012 5.24521  0.087
H -4.61427 1.34896 5.08044  0.073
H -4.30769 -1.78629 4.49426  0.069
H -5.45190 -0.65229 3.74885  0.076
H -4.32236 -1.57315 2.73872  0.087
H -3.00351 1.90264 2.63907  0.095
H -3.62577 0.58333 1.67957  0.068
H -4.71477 1.44712 2.78700  0.072
S -0.62162 3.22994 -0.30690  0.208
P -2.19273 2.67131 -1.43680  0.503
C -2.27397 0.95879 -1.78244  -0.651
P -1.15540 0.18296 -3.08190  0.524
S 0.61212 1.23544 -2.93501  0.095
C -3.60063 0.29095 -1.90220  -0.386
C -3.80734 -0.89711 -1.18797  -0.064
C -5.00697 -1.58961 -1.26773  -0.090
C -6.04572 -1.10656 -2.05950  -0.120
C -5.85422 0.06237 -2.78544  -0.102
C -4.64131 0.73806 -2.72069  -0.094
C -1.93876 0.72697 -4.70892  -0.394
C -1.49309 1.78815 -5.49544  -0.126
C -2.08091 2.07886 -6.72281  -0.109
C -3.12690 1.29730 -7.19969  -0.128
C -3.56819 0.21742 -6.44216  -0.113
C -2.97103 -0.06496 -5.21916  -0.131
C -2.24778 3.84055 -2.86717  -0.326
C -1.06220 4.37344 -3.36535  -0.136
C -1.07234 5.20309 -4.47879  -0.096
C -2.27084 5.51111 -5.10959  -0.113
C -3.46022 4.99769 -4.61017  -0.095
C -3.44667 4.17109 -3.49256  -0.091
C -3.68901 3.27927 -0.50576  -0.300
C -3.68349 4.64372 -0.18892  -0.120
C -4.73228 5.23143 0.49526  -0.097
C -5.82031 4.46052 0.89593  -0.109
C -5.83292 3.10864 0.60714  -0.095
C -4.77743 2.52068 -0.08859  -0.079
H -2.99956 -1.25165 -0.55566  0.103
H -5.13542 -2.50476 -0.70125  0.095
H -6.98564 -1.64272 -2.12083  0.083
H -6.64430 0.44092 -3.42509  0.092
H -4.48908 1.62185 -3.32714  0.096
H -0.66654 2.38593 -5.13073  0.053
H -1.72055 2.91955 -7.30684  0.089
H -3.58203 1.51494 -8.15958  0.082
H -4.37510 -0.40842 -6.80690  0.087
H -3.31386 -0.91545 -4.63634  0.097
H -0.13516 4.10140 -2.87645  0.031
H -0.13874 5.59761 -4.86501  0.091
H -2.27933 6.15238 -5.98338  0.090
H -4.40087 5.23863 -5.09043  0.093
H -4.38201 3.79202 -3.09723  0.098
H -2.82787 5.24387 -0.47709  0.089
H -4.69789 6.28966 0.72723  0.092
H -6.64073 4.91242 1.44077  0.089
H -6.66065 2.48908 0.93162  0.100
H -4.81398 1.46022 -0.27963  0.088
O 2.50608 1.38766 -0.36429  -0.419
P 3.77767 2.11031 -0.52727  0.507
N 4.05394 2.96775 0.87746  -0.163
C 2.97428 2.99220 1.90170  -0.178
C 3.33211 4.19190 2.77831  -0.172
C 4.05302 5.13408 1.81442  -0.183
C 4.89037 4.16815 0.97825  -0.227
N 5.03184 1.07694 -0.85007  -0.186
C 4.97135 -0.24413 -0.16940  -0.179
C 6.43646 -0.58518 0.12112  -0.174
C 7.10445 0.78665 0.23555  -0.184
C 6.41729 1.55877 -0.88566  -0.214
N 3.90852 3.22389 -1.75021  -0.181
C 2.81093 4.23209 -1.77408  -0.197
C 2.90957 4.80381 -3.17931  -0.173
C 3.16663 3.54019 -3.99984  -0.189
C 4.18368 2.78084 -3.14583  -0.192
H 2.94639 2.05957 2.46316  0.100
H 1.99693 3.11449 1.43132  0.088
H 4.01445 3.89032 3.57827  0.106
H 2.44636 4.63367 3.23423  0.109
H 4.65942 5.89160 2.31431  0.101
H 3.32377 5.63916 1.17596  0.100
H 5.83377 3.94844 1.49533  0.103
H 5.12770 4.55595 -0.01308  0.095
H 4.47773 -0.98275 -0.79923  0.121
H 4.39801 -0.17605 0.75673  0.076
H 6.87364 -1.13758 -0.71495  0.106
H 6.53663 -1.19428 1.01946  0.105
H 8.19038 0.75602 0.12871  0.101
H 6.85534 1.24331 1.19792  0.107
H 6.87950 1.31418 -1.84969  0.110
H 6.46547 2.64223 -0.76637  0.096
H 2.94943 4.97582 -0.98589  0.100
H 1.84012 3.74964 -1.62643  0.044
H 3.76909 5.47982 -3.24954  0.106
H 2.01024 5.34666 -3.47128  0.094
H 3.53541 3.73261 -5.00830  0.105
H 2.24318 2.95962 -4.06214  0.030
H 5.20763 3.05968 -3.41564  0.100
H 4.08424 1.70175 -3.25104  0.106

Summary:
- energy above the lowest of the compared OMol25 structures with the same formula, charge and spin (kJ/mol) = 49.0
- net charge = -2
- LUMO (eV) = 3.8
- multiplicity = 1



DFT (ωB97M-V/def2-TZVPD) results for a cluster of 12 separate species, C66H136F15N7O12 in total at a distorted geometry.

Last column: Löwdin charge in e.
Positions of all 236 atoms, in Å:
C 4.32373 4.33367 1.89500  0.009
C 4.61154 5.76730 2.17066  -0.533
O 4.09456 6.33589 3.14475  -0.010
N 5.49779 6.39711 1.35634  0.012
H -0.53653 8.59220 0.74081  0.217
H 5.69662 7.36708 1.67297  0.150
C 6.64399 5.84483 0.55872  -0.025
H 3.54114 4.26177 1.11394  0.101
H 3.97482 3.91425 2.85165  0.071
H 5.18079 3.72535 1.64212  0.079
H 7.35172 5.46470 1.28175  0.086
H 7.02352 6.70796 0.06705  0.076
H 6.21090 5.11725 -0.11785  0.083
C -2.49558 1.57246 -7.29235  0.013
C -2.27495 1.50003 -5.81029  -0.547
O -2.92957 0.73830 -5.12096  0.002
N -1.29914 2.24850 -5.25194  0.034
H -0.88373 2.87738 -5.87007  0.115
H 5.03313 -0.78760 -1.68346  0.091
C -0.74205 1.94562 -3.96602  -0.056
H -1.69042 1.00764 -7.75503  0.092
H -2.31529 2.60104 -7.63060  0.088
H -3.45727 1.19306 -7.61224  0.085
H -1.49004 1.74361 -3.16698  0.081
H -0.10376 2.73047 -3.56816  0.073
H -0.02827 1.14371 -4.01951  0.081
C 6.74385 -0.02856 3.41988  -0.104
C 6.30334 -1.03079 2.27046  -0.177
C 5.35960 -1.95492 3.06681  -0.110
N 4.45818 -2.83772 2.20074  -0.266
C 3.52413 -2.01190 1.42739  0.013
C 3.71359 -3.81509 3.07764  -0.109
C 4.78947 -4.85870 3.39621  -0.122
C 5.69441 -4.90417 2.15371  -0.138
C 5.16169 -3.82414 1.28994  -0.125
H 7.33022 -0.48548 4.24479  0.083
H 5.90549 0.44908 3.94470  0.069
H 7.50366 0.62579 3.03543  0.059
H 7.24895 -1.46400 1.91284  0.116
H 5.88506 -0.48685 1.39902  0.102
H 4.59851 -1.41737 3.66957  0.141
H 5.93413 -2.61561 3.73392  0.132
H 2.79676 -1.46788 2.02067  0.115
H 2.99006 -2.68048 0.75699  0.113
H 4.08528 -1.27525 0.80829  0.092
H 2.88916 -4.23239 2.46572  0.093
H 3.21342 -3.37378 3.90172  0.128
H 4.29470 -5.83426 3.62384  0.135
H 5.44287 -4.60042 4.26816  0.115
H 5.67424 -5.77952 1.53654  0.121
H 6.71261 -4.71986 2.41242  0.107
H 4.45606 -4.25649 0.57887  0.120
H 5.87229 -3.27618 0.71172  0.119
C -6.03448 2.29724 3.01909  -0.072
C -6.56520 2.20814 1.55923  -0.205
C -5.48569 2.85514 0.66607  -0.089
N -5.81948 2.71087 -0.83600  -0.267
C -6.86039 3.62803 -1.33420  0.033
C -6.21556 1.34499 -1.19540  -0.146
C -5.95714 1.24147 -2.67062  -0.105
C -4.87067 2.33113 -2.98139  -0.114
C -4.55077 2.89887 -1.62011  -0.090
H -6.87531 1.87809 3.57960  0.078
H -5.92231 3.29224 3.35169  0.059
H -5.13741 1.69487 3.20504  0.086
H -7.55897 2.68611 1.50316  0.118
H -6.61667 1.18573 1.23136  0.092
H -4.58357 2.26788 0.81174  0.101
H -5.32568 3.94933 0.84676  0.149
H -7.81597 3.48652 -0.81989  0.117
H -7.03930 3.49828 -2.37569  0.096
H -6.48925 4.61496 -1.04317  0.120
H -7.22282 1.15875 -0.89223  0.132
H -5.51482 0.69711 -0.66578  0.118
H -6.85604 1.43344 -3.24396  0.114
H -5.50446 0.24936 -2.86942  0.105
H -5.29006 3.03778 -3.66194  0.107
H -4.01240 2.00332 -3.48366  0.064
H -4.27137 3.97153 -1.61634  0.139
H -3.79644 2.31651 -1.17182  0.100
C 0.48915 4.57939 3.49385  -0.083
C 0.74253 4.82533 4.93777  -0.236
C 2.21960 4.51205 5.23584  -0.099
N 2.78514 5.44773 6.32300  -0.241
C 1.94802 5.15356 7.51527  -0.003
C 2.75873 6.93453 5.99383  -0.083
C 4.06075 7.53885 6.61633  -0.104
C 5.03730 6.36860 6.42929  -0.153
C 4.24646 5.11337 6.65739  -0.087
H 1.04124 5.39767 2.96557  0.095
H -0.58636 4.67621 3.35617  0.077
H 0.81631 3.63935 3.01511  0.096
H 0.07001 4.28757 5.54960  0.103
H 0.59459 5.84285 5.26276  0.104
H 2.82526 4.63316 4.35284  0.081
H 2.34000 3.52450 5.66258  0.133
H 0.93952 5.38481 7.31168  0.084
H 2.26269 5.64787 8.41785  0.114
H 2.03105 4.07493 7.72473  0.125
H 1.90680 7.40232 6.46636  0.124
H 2.73186 7.00158 4.88013  0.127
H 3.82769 7.86832 7.63738  0.121
H 4.42951 8.33588 5.95522  0.127
H 5.91333 6.35575 7.10156  0.136
H 5.39081 6.34188 5.43272  0.089
H 4.20865 4.73982 7.67267  0.124
H 4.58507 4.29945 6.02048  0.132
C -0.58285 -6.30361 -3.99653  -0.076
C -1.38877 -5.08568 -3.63217  -0.235
C -2.21889 -4.61078 -4.84713  -0.088
N -2.89328 -3.27675 -4.50927  -0.224
C -1.89475 -2.29158 -4.07667  -0.013
C -3.87014 -3.30859 -3.35681  -0.118
C -5.02073 -2.55016 -3.97476  -0.181
C -5.10774 -3.01582 -5.38683  -0.165
C -3.68606 -2.82657 -5.80204  -0.056
H -1.21530 -7.12318 -4.30542  0.084
H 0.06805 -6.64037 -3.21338  0.045
H 0.10381 -6.06178 -4.83522  0.095
H -0.79230 -4.22316 -3.29904  0.078
H -2.13203 -5.33506 -2.84129  0.100
H -3.03783 -5.28284 -5.07187  0.135
H -1.59264 -4.36147 -5.72640  0.139
H -2.41987 -1.36392 -3.79937  0.111
H -1.02047 -2.08949 -4.64788  0.089
H -1.43413 -2.81485 -3.22959  0.062
H -3.40730 -2.81885 -2.51503  0.100
H -4.19219 -4.31102 -3.08467  0.136
H -4.76752 -1.43435 -3.97522  0.123
H -5.98134 -2.60836 -3.41761  0.135
H -5.88239 -2.52241 -5.98396  0.135
H -5.37552 -4.10443 -5.44281  0.140
H -3.35824 -1.79745 -5.97094  0.125
H -3.41558 -3.50075 -6.62558  0.135
C -2.65929 -2.07360 4.10353  -0.106
C -2.83263 -2.38985 2.65476  -0.238
C -3.92804 -3.47614 2.53125  -0.057
N -4.14385 -4.00039 1.09946  -0.234
C -4.12892 -2.85288 0.22173  -0.032
C -5.49047 -4.63968 0.98010  -0.123
C -5.24522 -6.04067 1.34433  -0.140
C -3.85379 -6.35780 0.76286  -0.127
C -3.11060 -5.05110 0.73479  -0.086
H -2.59112 -2.96929 4.74769  0.079
H -3.48797 -1.48248 4.49445  0.074
H -1.69989 -1.49091 4.26025  0.104
H -1.82061 -2.72280 2.31536  0.109
H -3.12709 -1.46337 2.20529  0.082
H -4.86972 -2.99177 2.77042  0.139
H -3.57484 -4.25792 3.15679  0.113
H -3.23490 -2.24245 0.22870  0.071
H -4.88421 -2.12496 0.43579  0.107
H -4.34894 -3.23172 -0.79915  0.090
H -5.77596 -4.56365 -0.06783  0.135
H -6.19358 -4.10323 1.56808  0.129
H -6.05682 -6.65318 1.07800  0.109
H -5.15098 -6.18009 2.43611  0.135
H -3.92069 -6.77949 -0.23607  0.116
H -3.36322 -7.12432 1.37105  0.116
H -2.73455 -4.89381 -0.32392  0.109
H -2.26624 -4.93156 1.41379  0.110
C -2.27703 0.20511 -0.01318  -0.543
O -1.58583 -1.04510 0.40463  -0.154
O -3.46008 0.14600 0.34934  -0.096
C -1.44801 1.19372 0.81065  -0.499
F -0.20813 1.32349 0.38830  0.153
F -2.03242 2.41613 0.93397  0.100
F -1.26686 0.79482 2.17184  0.053
C -0.60415 -1.62740 -0.40408  -0.241
C -0.61175 -3.18282 -0.38062  -0.042
H 0.17811 -3.58167 -0.95056  0.047
H -0.47629 -3.49242 0.64705  0.067
H -1.55982 -3.59718 -0.87447  0.059
H 0.39914 -1.38909 -0.03341  0.114
H -0.70576 -1.25325 -1.44704  0.114
H -2.05295 0.44435 -1.06493  0.137
C 2.00275 -2.47611 -3.42921  -0.561
O 2.83833 -3.57867 -3.09891  -0.097
O 2.37182 -1.30746 -3.11270  -0.105
C 1.67188 -2.56195 -4.99969  -0.415
F 2.75155 -2.76112 -5.71243  0.166
F 0.71691 -3.52041 -5.52889  0.011
F 1.06788 -1.36405 -5.42475  0.042
C 4.19176 -3.61665 -3.36424  -0.296
C 5.02130 -3.91073 -2.11262  -0.080
H 6.10272 -4.16786 -2.25948  0.093
H 5.12884 -2.99551 -1.52535  0.036
H 4.60451 -4.71095 -1.47083  0.076
H 4.55105 -2.71731 -3.89428  0.121
H 4.33111 -4.56574 -3.99636  0.137
H 1.01165 -2.76270 -2.92175  0.123
C 4.38991 0.97545 -2.18749  -0.363
O 5.21654 1.89380 -2.80274  -0.052
O 4.98100 0.09296 -1.28152  0.034
C 3.33715 1.70978 -1.42244  -0.547
F 2.90862 1.08269 -0.24657  0.089
F 3.68522 2.90867 -1.05229  0.170
F 2.25214 1.84239 -2.19122  0.148
C 5.15048 1.92172 -4.24464  -0.199
C 5.32289 3.39477 -4.76278  -0.052
H 5.29246 3.27941 -5.87782  0.089
H 4.56579 4.11759 -4.44561  0.066
H 6.25945 3.80839 -4.42576  0.060
H 4.15582 1.59967 -4.52924  0.108
H 5.80034 1.16531 -4.71390  0.128
H 3.89766 0.31574 -2.90040  0.132
C -1.05656 6.72213 0.13579  -0.384
O -0.95428 7.14351 -1.17154  -0.067
O -0.48714 7.55813 1.05034  0.014
C -2.59760 6.54010 0.55127  -0.571
F -3.43782 7.53466 0.46239  0.191
F -3.11959 5.55867 -0.22912  0.099
F -2.63059 6.12754 1.81774  0.144
C -0.74247 6.27975 -2.33245  -0.212
C 0.73222 6.09271 -2.56748  -0.067
H 0.95570 5.12184 -2.10463  0.074
H 0.91621 6.01209 -3.63336  0.079
H 1.28165 6.89781 -2.16341  0.072
H -1.06883 6.92093 -3.17095  0.122
H -1.39277 5.34898 -2.34993  0.132
H -0.69686 5.71483 0.31222  0.164
C 0.48666 -6.03898 2.70767  -0.542
O -0.58703 -6.30894 1.82868  -0.163
O 1.53431 -5.51737 2.18839  -0.140
C -0.28111 -5.14571 3.81531  -0.575
F -1.59523 -5.53878 3.95241  0.086
F 0.19170 -5.09117 5.04389  0.160
F -0.20975 -3.96902 3.28583  0.152
C -0.41080 -7.19725 0.75140  -0.248
C -0.16217 -6.74191 -0.68670  -0.077
H -1.00080 -6.21783 -1.21301  0.050
H 0.78246 -6.23648 -0.73518  0.071
H 0.05031 -7.63511 -1.30972  0.082
H -1.40305 -7.76913 0.77874  0.117
H 0.43540 -7.88332 1.04226  0.136
H 0.66736 -7.02777 3.18305  0.144

Summary:
- net charge = +2
- LUMO (eV) = -3.1
- multiplicity = 1



Number 1: frontier orbital gap 5.35 eV. Number 2: frontier orbital gap 6.81 eV.